Record 1
52
Properties=species:S:1:pos:R:3 method="wB97M-V/def2-TZVPD" relative_energy_kcal_mol=11.44 homo_lumo_gap_ev=9.32 multiplicity=1
Br -1.36 5.21 -2.81
S -2.34 -1.08 -2.03
O -1.77 -1.78 -3.14
O -1.64 1.14 0.45
O -3.72 -1.30 -1.70
N -1.46 -1.51 -0.68
N -1.34 0.17 2.46
N 3.33 1.55 1.89
C -2.88 2.92 -2.13
C 2.42 2.29 1.28
C 0.88 -0.70 -0.28
C 1.08 2.30 1.64
C -0.05 -1.79 -0.83
C 1.64 0.73 3.35
C 0.33 -3.14 -0.20
C -2.09 0.67 -2.31
C -1.67 3.35 -2.63
C 2.95 0.80 2.91
C -2.04 -1.23 0.60
C -0.79 1.37 3.06
C 2.33 -1.03 -0.63
C 1.78 -3.48 -0.55
C -0.67 2.46 -2.99
C 0.67 1.50 2.70
C -1.65 0.14 1.14
C -0.89 1.11 -2.83
C 2.72 -2.38 -0.04
C -3.09 1.56 -1.97
H 2.78 2.89 0.46
H 3.73 0.22 3.38
H -3.65 3.63 -1.86
H 0.09 -1.87 -1.91
H -4.02 1.17 -1.57
H -0.14 0.38 -3.12
H -1.79 -2.03 1.30
H 1.88 -3.57 -1.63
H 3.74 -2.62 -0.32
H 0.36 2.89 1.10
H -1.25 -0.69 2.97
H 0.78 -0.65 0.81
H 0.21 -3.09 0.88
H 2.67 -2.33 1.05
H 0.59 0.27 -0.68
H 0.27 2.83 -3.39
H -1.34 2.22 2.66
H -3.13 -1.24 0.44
H 2.05 -4.44 -0.10
H 1.37 0.10 4.19
H 2.44 -1.05 -1.71
H -0.35 -3.91 -0.59
H 2.98 -0.25 -0.23
H -0.93 1.31 4.14

Record 2
51
Properties=species:S:1:pos:R:3 method="wB97M-V/def2-TZVPD" relative_energy_kcal_mol=17.02 homo_lumo_gap_ev=8.67 multiplicity=1
Cl 3.94 -0.84 2.70
O 0.86 -2.75 -1.89
O -0.16 0.18 -2.25
O -1.05 -0.40 1.92
N -1.01 1.51 -0.64
N -2.74 -1.26 -1.10
N -0.42 -1.70 0.14
C 1.67 1.94 1.73
C -3.94 -1.91 -1.57
C -1.30 -1.00 0.90
C 0.87 2.51 3.91
C -1.10 0.55 -1.58
C -0.56 2.75 2.01
C -2.72 -1.11 0.34
C -0.35 2.86 3.37
C 3.03 -2.32 -0.87
C 3.74 -1.87 0.23
C 0.24 2.18 -0.32
C 1.89 2.06 3.09
C 0.26 3.57 -0.96
C -2.52 0.01 -1.79
C 1.45 -3.02 -3.14
C 0.97 -1.75 0.23
C 0.45 2.28 1.17
C 1.68 -1.30 1.33
C 1.65 -2.29 -0.88
C 3.06 -1.38 1.32
H -3.16 -2.00 0.79
H -3.30 -0.24 0.70
H 2.12 -3.89 -3.08
H 1.03 2.59 4.98
H -2.62 -0.18 -2.86
H 1.15 -0.89 2.18
H 0.13 3.49 -2.03
H -1.52 3.05 1.60
H 0.63 -3.25 -3.81
H -1.14 3.22 4.01
H -0.54 4.19 -0.55
H 2.84 1.79 3.51
H 4.82 -1.91 0.23
H -0.79 -2.05 -0.74
H -4.85 -1.33 -1.37
H 2.00 -2.15 -3.51
H 2.46 1.58 1.09
H -3.26 0.77 -1.49
H -1.81 1.74 -0.07
H 3.58 -2.71 -1.72
H -3.86 -2.07 -2.65
H 1.03 1.57 -0.76
H -4.03 -2.88 -1.09
H 1.21 4.06 -0.75

Record 3
51
Properties=species:S:1:pos:R:3 method="wB97M-V/def2-TZVPD" relative_energy_kcal_mol=0.00 homo_lumo_gap_ev=9.57 multiplicity=1
Cl 8.46 0.09 0.85
O -3.65 -2.54 0.05
O 2.66 -0.78 -2.09
O 3.88 2.19 1.14
N 0.26 0.78 -0.97
N -4.24 -0.48 0.64
N 3.52 0.52 -0.40
C 6.72 -1.96 0.68
C -4.12 0.94 0.90
C -6.44 0.34 0.68
C 4.40 -1.69 0.10
C -5.61 -0.93 0.85
C -1.09 -0.16 0.81
C -1.92 -0.94 -0.21
C -5.53 1.39 1.31
C 3.26 1.74 0.21
C 5.85 0.24 0.20
C 4.60 -0.32 -0.03
C 5.47 -2.50 0.45
C -3.33 -1.37 0.19
C 1.54 1.29 -1.42
C -0.47 0.04 -1.99
C 6.90 -0.60 0.56
C 0.32 0.00 0.26
C 2.09 2.37 -0.50
C 2.62 0.20 -1.40
C -1.91 -0.17 -1.54
H -5.75 2.40 0.96
H -3.41 1.14 1.71
H 3.43 -2.12 -0.09
H -1.50 0.83 0.97
H -3.79 1.48 0.00
H 6.01 1.30 0.11
H 5.32 -3.57 0.54
H 7.55 -2.60 0.96
H -5.71 -1.34 1.86
H -2.39 0.80 -1.42
H 1.41 1.65 -2.45
H 0.77 -0.99 0.09
H -5.85 -1.72 0.14
H -5.63 1.36 2.39
H 1.35 2.73 0.21
H -7.41 0.27 1.16
H -1.06 -0.69 1.76
H -6.59 0.54 -0.38
H -2.45 -0.74 -2.30
H 0.94 0.53 0.99
H 0.00 -0.93 -2.21
H -0.47 0.64 -2.91
H -1.41 -1.90 -0.39
H 2.45 3.24 -1.06

Record 4
54
Properties=species:S:1:pos:R:3 method="wB97M-V/def2-TZVPD" relative_energy_kcal_mol=0.00 homo_lumo_gap_ev=8.65 multiplicity=1
S 1.82 1.61 -1.44
F -3.61 -0.03 -3.39
O 2.18 -4.15 -1.01
O -3.85 3.90 1.65
O 2.47 -3.68 3.52
N -1.50 2.69 0.61
N 2.01 -1.07 -1.10
N 2.33 -3.88 1.26
N 2.05 0.10 0.80
N 2.26 -1.77 2.32
C -2.32 -0.38 -3.21
C 2.30 -0.93 3.51
C 2.15 -1.21 1.09
C 1.96 0.15 -0.52
C -2.65 1.89 1.01
C -1.33 0.30 -3.90
C -0.65 2.00 -0.34
C -1.97 3.98 0.12
C 2.36 -3.14 2.44
C -2.76 4.67 1.23
C -0.69 -1.74 -2.13
C 2.12 -1.98 -0.06
C -2.02 -1.41 -2.33
C 0.32 -1.06 -2.80
C -0.01 -0.05 -3.69
C 2.43 -5.32 1.44
C 2.21 -3.40 -0.04
C -3.42 2.64 2.10
C 1.76 -1.39 -2.49
C 0.77 2.55 -0.30
H -1.04 2.06 -1.37
H 3.15 -0.25 3.45
H 1.20 2.46 0.70
H 1.38 -0.35 3.57
H 2.44 -0.80 -3.12
H 3.37 -5.56 1.94
H -2.62 3.86 -0.76
H 2.40 -1.59 4.37
H -2.77 2.76 2.98
H -3.32 1.69 0.16
H -2.81 -1.92 -1.81
H 1.96 -2.45 -2.61
H -0.44 -2.54 -1.45
H 1.61 -5.67 2.06
H -0.62 0.95 -0.06
H 0.82 3.59 -0.64
H -2.30 0.93 1.41
H -2.09 4.86 2.08
H 2.39 -5.78 0.46
H 0.77 0.48 -4.21
H -1.11 4.59 -0.15
H -4.32 2.09 2.39
H -3.17 5.62 0.88
H -1.61 1.09 -4.59

Record 5
48
Properties=species:S:1:pos:R:3 method="wB97M-V/def2-TZVPD" relative_energy_kcal_mol=73.96 homo_lumo_gap_ev=8.29 multiplicity=1
S 0.18 1.70 -0.86
F -1.94 1.34 -6.46
O -3.96 0.54 -1.36
N 2.56 0.56 2.19
C -3.13 0.36 -0.23
C -1.87 0.64 -2.85
C 2.34 1.41 0.99
C -0.67 0.30 -1.94
C -4.17 1.17 -3.60
C -2.53 -2.05 0.36
C -2.29 1.21 -5.19
C -1.02 -0.88 -1.09
C -1.66 -3.22 0.29
C -2.24 -0.90 -0.39
C -0.44 -3.15 -0.39
C -3.67 1.32 -4.87
C 1.54 0.45 3.31
C -1.33 0.88 -4.20
C 1.29 0.67 0.21
C 3.94 0.23 2.45
C -0.22 -2.10 -1.17
C -3.32 0.72 -2.53
C 4.36 -1.18 2.76
C 1.73 1.53 4.44
H 0.05 -0.23 -2.55
H 4.33 -1.79 1.84
H 4.19 0.89 3.26
H -4.28 1.64 -5.62
H -3.79 0.16 0.65
H 1.42 2.53 3.94
H 3.64 -1.52 3.42
H -2.01 -4.10 0.87
H 0.26 -3.97 -0.60
H 0.65 -2.21 -1.72
H 0.51 0.46 2.88
H 4.50 0.56 1.60
H 3.27 1.66 0.44
H -0.33 0.73 -4.51
H -3.35 -2.09 0.95
H 1.09 1.22 5.19
H 0.53 0.02 0.82
H 1.84 -0.10 -0.43
H -5.26 1.13 -3.61
H -2.51 1.19 0.04
H 1.88 2.33 1.41
H 2.70 1.57 4.86
H 1.77 -0.51 3.83
H 5.39 -1.14 3.15

Record 6
55
Properties=species:S:1:pos:R:3 method="wB97M-V/def2-TZVPD" total_charge=+1 homo_lumo_gap_ev="5.88 / 8.17" multiplicity=5
Mn -0.59 0.33 -0.43
S 1.62 1.25 -1.76
S -2.49 1.12 -1.33
O -1.40 0.68 1.44
O 0.97 -0.44 1.07
O 2.91 0.68 -1.55
O 0.99 1.97 -0.64
N 1.72 -1.78 -2.78
N 0.46 0.10 -2.00
N 1.26 4.48 -6.64
N -0.16 -1.97 -1.32
C 0.62 -0.12 2.42
C 1.05 -3.92 -1.96
C -3.01 -0.82 -4.82
C 0.78 4.21 -4.30
C 1.58 2.26 -3.15
C 0.02 -3.29 -1.27
C -0.33 1.03 2.34
C 0.72 -1.28 -2.07
C 2.15 -1.26 0.97
C -2.49 0.71 -3.04
C -2.48 0.08 -5.74
C 1.38 3.76 -5.48
C 1.87 -3.10 -2.71
C -1.96 1.61 -3.96
C -3.01 -0.51 -3.47
C 2.18 1.80 -4.32
C -1.96 1.30 -5.31
C 2.08 2.54 -5.48
C -2.54 0.03 2.04
C 0.88 3.47 -3.14
H 1.83 4.24 -7.43
H 2.72 0.85 -4.32
H 2.35 -1.44 -0.08
H 2.55 2.19 -6.39
H -1.54 2.00 -6.02
H -3.42 -1.76 -5.16
H 0.41 3.81 -2.22
H 1.19 -4.99 -1.91
H 0.16 1.89 1.91
H -2.24 -0.91 2.50
H -2.96 0.71 2.79
H 2.69 -3.51 -3.29
H 3.00 -0.72 1.40
H -1.54 2.55 -3.61
H 0.18 -1.00 2.90
H 0.91 5.42 -6.61
H 1.51 0.17 2.98
H -0.68 -3.86 -0.67
H -2.48 -0.16 -6.79
H 1.99 -2.20 1.50
H -3.27 -0.14 1.26
H 0.25 5.15 -4.29
H -3.41 -1.20 -2.74
H -0.74 1.29 3.32

Record 7
49
Properties=species:S:1:pos:R:3 method="wB97M-V/def2-TZVPD" relative_energy_kcal_mol=34.53 homo_lumo_gap_ev=8.47 multiplicity=1
S -4.77 1.59 -3.01
O 0.81 3.03 0.45
O 5.09 -2.91 0.01
N -4.49 0.38 -0.08
N 0.36 1.02 1.38
C 0.10 2.05 0.53
C -1.13 2.41 -1.59
C 6.59 -3.76 1.76
C -1.13 1.88 -0.30
C 3.86 -0.95 -0.14
C 4.62 -5.15 0.93
C -3.39 1.63 -1.90
C 4.25 -2.05 0.64
C -5.48 -0.09 -1.01
C -6.06 1.03 -1.86
C 3.01 0.01 0.36
C -3.41 1.10 -0.60
C 2.52 -0.08 1.66
C 5.66 -4.07 0.60
C -2.25 2.28 -2.37
C 1.57 0.97 2.17
C 2.89 -1.17 2.43
C -2.26 1.23 0.17
C 3.75 -2.14 1.94
C -5.01 0.75 1.22
H -4.25 1.28 1.80
H -6.38 1.87 -1.24
H 4.25 -0.88 -1.14
H -6.27 -0.59 -0.44
H 4.01 -2.96 2.58
H 5.14 -6.09 1.10
H -0.17 0.16 1.28
H -6.89 0.69 -2.47
H -2.26 0.82 1.17
H -0.26 2.93 -1.95
H 2.52 -1.27 3.44
H 6.06 -3.47 2.66
H -5.89 1.40 1.14
H 7.26 -2.94 1.49
H 3.94 -5.27 0.10
H 7.19 -4.64 1.98
H 4.05 -4.91 1.82
H -5.29 -0.15 1.77
H 2.02 1.96 2.10
H 1.31 0.76 3.22
H 6.27 -4.45 -0.23
H -2.28 2.68 -3.37
H 2.73 0.85 -0.25
H -5.02 -0.83 -1.67

Record 8
50
Properties=species:S:1:pos:R:3 method="wB97M-V/def2-TZVPD" relative_energy_kcal_mol=39.77 homo_lumo_gap_ev=8.81 multiplicity=1
S -1.82 0.28 -2.60
O -3.19 0.68 -2.43
O -1.21 0.59 -3.86
O 0.46 4.04 2.69
N 1.70 2.49 1.60
N -1.62 -1.37 -2.37
C -1.76 -1.90 -1.09
C -0.83 0.98 -1.29
C -2.63 -1.70 1.15
C 2.73 3.82 3.39
C -1.25 -3.58 0.58
C -1.99 -2.87 1.52
C -1.35 1.96 -0.46
C 2.92 1.71 1.42
C 1.52 3.46 2.55
C 2.67 0.81 0.20
C -1.14 -3.09 -0.71
C -0.58 2.52 0.54
C 3.53 4.92 2.69
C -1.23 -2.18 -3.50
C -0.59 -4.87 0.95
C 0.47 0.54 -1.15
C 0.73 2.08 0.68
C 1.25 1.09 -0.16
C -2.53 -1.22 -0.14
C -2.33 -3.17 -3.89
H -2.09 -3.25 2.52
H -0.29 -2.71 -3.29
H 3.90 4.60 1.73
H -0.55 -3.64 -1.42
H 0.85 -0.22 -1.82
H 3.34 1.06 -0.63
H 2.36 4.20 4.34
H -0.97 3.29 1.19
H 2.82 -0.25 0.43
H 3.36 2.95 3.58
H -1.31 -5.69 0.89
H -3.22 -1.16 1.87
H 3.77 2.37 1.26
H -2.37 2.27 -0.61
H 4.37 5.22 3.31
H 3.11 1.11 2.31
H -2.53 -3.86 -3.08
H 0.23 -5.10 0.28
H -0.22 -4.84 1.97
H -3.06 -0.33 -0.43
H 2.89 5.79 2.53
H -3.24 -2.63 -4.12
H -1.05 -1.48 -4.31
H -2.02 -3.73 -4.77